Entry 1:
A molecular structure, C22H19MnN4O2. Source: the OMol25 dataset; level of theory: ωB97M-V with the def2-TZVPD basis set.

## Properties
2S+1   5
Kohn-Sham gap (alpha / beta)   6.424 / 5.904 eV
⟨S²⟩   6.095
E_LUMO (alpha / beta)   -0.269 / -0.293 Ha
Electronic energy   -2369.73732 Eh
Total charge   +2
Highest occupied orbital energy (alpha / beta)   -13.74 / -13.87 eV

Geometry (Å):
Mn: -0.427 -0.781 -0.047
C: -3.445 -1.706 -0.163
O: -2.432 -0.665 -0.069
C: -2.906 0.674 0.024
C: -4.237 1.014 0.072
C: -4.561 2.364 0.157
C: -3.565 3.328 0.192
C: -2.229 2.960 0.147
C: -1.902 1.620 0.064
N: -0.565 1.102 0.020
N: 0.372 1.994 0.030
C: 1.653 1.720 -0.017
C: 2.165 0.379 -0.085
O: 1.348 -0.654 -0.101
C: 3.532 0.147 -0.148
C: 4.395 1.218 -0.138
C: 3.962 2.567 -0.066
C: 4.895 3.621 -0.057
C: 4.464 4.921 0.013
C: 3.093 5.191 0.076
C: 2.163 4.172 0.068
C: 2.583 2.847 -0.004
H: -4.080 -1.498 -1.020
H: -4.021 -1.724 0.758
H: -2.923 -2.643 -0.305
H: -5.023 0.273 0.048
H: -5.603 2.652 0.196
H: -3.829 4.374 0.258
H: -1.442 3.698 0.177
H: 3.886 -0.873 -0.202
H: 5.462 1.027 -0.186
H: 5.952 3.390 -0.106
H: 5.179 5.732 0.021
H: 2.753 6.217 0.133
H: 1.107 4.398 0.117
N: -0.479 -6.893 -0.017
C: -0.461 -5.561 0.000
C: -0.190 -4.812 -1.169
C: -0.179 -3.453 -1.105
N: -0.435 -2.758 0.034
C: -0.686 -3.474 1.160
C: -0.712 -4.834 1.188
H: -0.277 -7.409 -0.856
H: -0.646 -7.424 0.822
H: 0.022 -5.309 -2.107
H: 0.049 -2.873 -1.990
H: -0.868 -2.908 2.065
H: -0.913 -5.349 2.118

Entry 2:
2 unconnected molecules or ions with the total composition BrFH2NPS at a distorted geometry. Source: the OMol25 dataset; level of theory: ωB97M-V with the def2-TZVPD basis set.

## Properties
Kohn-Sham gap (alpha / beta)   7.409 / 7.450 eV
Energy above the lowest of the compared OMol25 structures with the same formula, charge and spin   53.3 kcal per mole
E_LUMO (alpha / beta)   -0.044 / -0.036 Ha
Electronic energy   -3469.34695 Eh
Highest occupied orbital energy (alpha / beta)   -8.61 / -8.42 eV

Geometry (Å):
N: 1.388 0.084 0.490
F: 0.700 0.673 4.478
P: -0.937 0.435 4.381
S: 0.058 -0.411 1.340
Br: -1.296 2.648 4.136
H: 2.185 -0.505 0.579
H: 1.388 1.028 0.161

Entry 3:
A molecular structure, C17H30AgNO11S at a distorted geometry. Source: the OMol25 dataset; level of theory: ωB97M-V with the def2-TZVPD basis set.

## Properties
2S+1   2
Kohn-Sham gap (alpha / beta)   5.320 / 5.216 eV
Energy above the lowest of the compared OMol25 structures with the same formula, charge and spin   0.0 kcal per mole
⟨S²⟩   0.757
E_LUMO (alpha / beta)   0.086 / 0.086 Ha
Electronic energy   -2093.19453 Eh
Total charge   -1
Highest occupied orbital energy (alpha / beta)   -2.98 / -2.87 eV

Geometry (Å):
Ag: 0.102 -0.624 -0.092
C: 2.021 -2.035 -2.507
C: 1.497 -0.731 -3.254
C: 0.355 -1.245 -4.270
C: -0.641 -0.263 -4.978
C: -1.216 0.530 -3.757
C: -0.153 1.158 -2.819
N: 0.877 0.185 -2.323
O: 1.724 0.653 -1.231
C: -0.973 1.726 -1.636
C: 0.398 2.453 -3.538
C: 2.541 -0.109 -4.102
H: 2.299 -2.841 -3.185
H: 1.439 -2.419 -1.669
H: 2.914 -1.806 -1.925
H: -0.258 -2.017 -3.805
H: 0.818 -1.823 -5.070
H: -1.528 -0.684 -5.451
H: -0.208 0.427 -5.702
H: -1.871 -0.187 -3.261
H: -1.872 1.311 -4.141
H: -0.344 2.081 -0.820
H: -1.569 0.933 -1.184
H: -1.645 2.520 -1.960
H: -0.314 3.279 -3.525
H: 0.784 2.275 -4.541
H: 1.253 2.720 -2.917
H: 2.195 0.478 -4.954
H: 3.154 -0.911 -4.512
H: 3.216 0.553 -3.560
S: -1.367 -3.020 -0.133
O: -1.437 -4.238 -0.920
O: -0.048 -2.740 0.367
O: -1.490 -1.778 -0.909
O: -2.260 -3.011 0.947
C: 2.970 -0.148 6.215
C: 3.326 -0.014 4.661
C: 4.057 -1.179 4.034
O: 3.451 -1.399 2.856
C: 2.288 -0.586 2.766
O: 1.545 -0.542 1.748
O: 2.175 0.065 3.895
H: 2.522 -1.130 6.367
H: 2.247 0.564 6.613
H: 3.764 -0.119 6.961
H: 3.974 0.850 4.517
H: 4.104 -2.017 4.729
H: 5.117 -0.927 4.066
C: -4.174 1.301 4.474
C: -4.209 0.717 3.071
C: -4.367 1.889 2.024
O: -3.331 1.590 1.143
C: -2.500 0.707 1.704
O: -1.401 0.417 1.191
O: -2.894 0.238 2.870
H: -3.527 2.178 4.495
H: -3.899 0.628 5.287
H: -5.203 1.514 4.765
H: -4.801 -0.187 2.930
H: -4.269 2.916 2.376
H: -5.362 1.874 1.579

Entry 4:
6 unconnected molecules or ions with the total composition C36H77Cl2F3N4O13P at a distorted geometry. Source: the OMol25 dataset; level of theory: ωB97M-V with the def2-TZVPD basis set.

## Properties
Kohn-Sham gap   6.396 eV
E_LUMO   -0.160 Ha
Electronic energy   -4175.88809 Eh
Total charge   +1
Highest occupied orbital energy   -10.75 eV

Geometry (Å):
C: 5.512 1.736 3.265
C: 5.482 2.995 2.351
O: 6.292 2.793 1.196
C: 5.573 2.692 -0.008
C: 5.352 1.255 -0.476
O: 4.645 0.466 0.478
C: 3.434 -0.061 -0.037
C: 2.326 1.003 0.136
O: 1.092 0.369 0.492
C: 0.581 -0.433 -0.540
C: -0.952 -0.432 -0.632
C: -1.189 -0.787 -2.147
N: -0.392 -1.922 -2.645
C: -1.689 0.930 -0.562
C: -0.927 2.256 -0.645
Cl: -0.366 2.942 0.890
C: -1.683 3.343 -1.543
C: -0.730 3.780 -2.665
Cl: -2.072 4.840 -0.628
N: -2.874 0.756 0.319
C: -3.899 1.803 0.453
O: -3.914 2.523 1.656
O: -2.839 2.188 2.460
C: -2.914 -0.409 0.807
C: -4.141 -0.828 1.629
F: -5.172 -0.927 0.804
F: -4.449 0.023 2.562
F: -4.002 -1.990 2.190
C: -1.720 -1.322 0.464
N: -0.827 -1.453 1.629
C: -0.363 -2.793 1.948
C: 1.067 -3.151 1.570
O: -0.992 -3.585 2.522
C: -1.129 -0.671 2.824
C: -1.816 -1.204 4.064
O: -0.747 0.428 2.853
P: -2.484 -3.011 -0.115
N: -1.199 -3.986 -0.740
O: -3.531 -2.620 -1.361
H: 6.380 1.118 3.052
H: 5.486 2.045 4.323
H: 4.592 1.184 3.059
H: 5.898 3.820 2.936
H: 4.436 3.216 2.121
H: 4.639 3.269 -0.005
H: 6.199 3.158 -0.783
H: 4.833 1.328 -1.441
H: 6.318 0.768 -0.642
H: 3.538 -0.378 -1.083
H: 3.213 -0.961 0.543
H: 2.592 1.619 0.992
H: 2.164 1.606 -0.770
H: 0.943 -0.017 -1.495
H: 0.966 -1.455 -0.526
H: -0.823 0.090 -2.696
H: -2.248 -0.879 -2.418
H: -1.044 -2.672 -2.854
H: -0.081 -1.641 -3.573
H: -2.224 0.966 -1.528
H: -0.019 2.057 -1.214
H: -2.574 2.932 -2.018
H: -0.302 2.905 -3.167
H: -1.218 4.441 -3.377
H: 0.112 4.310 -2.211
H: -4.872 1.306 0.379
H: -3.879 2.511 -0.377
H: -2.635 3.033 2.891
H: 1.151 -3.379 0.506
H: 1.671 -2.252 1.757
H: 1.455 -3.931 2.216
H: -1.134 -1.211 4.915
H: -2.230 -2.205 3.962
H: -2.641 -0.556 4.362
H: -1.458 -4.275 -1.685
H: -1.159 -4.846 -0.198
H: -3.593 -3.415 -1.917
C: -8.850 -0.123 1.312
C: -9.167 -0.573 -0.105
C: -9.437 -2.068 -0.164
O: -8.074 -0.250 -0.968
H: -7.952 -0.624 1.687
H: -8.650 0.950 1.338
H: -9.676 -0.339 1.991
H: -10.035 -0.029 -0.477
H: -8.559 -2.633 0.163
H: -9.654 -2.378 -1.187
H: -10.281 -2.343 0.470
H: -7.299 -0.728 -0.650
C: -0.816 -4.002 -6.729
C: -0.667 -4.871 -5.491
C: -0.051 -6.219 -5.828
O: -1.950 -5.065 -4.880
H: -1.475 -4.478 -7.460
H: -1.267 -3.042 -6.470
H: 0.149 -3.817 -7.199
H: -0.043 -4.356 -4.756
H: -0.686 -6.768 -6.528
H: 0.042 -6.833 -4.932
H: 0.937 -6.101 -6.274
H: -2.515 -5.519 -5.516
C: 1.304 3.014 5.778
C: 0.567 4.203 5.182
C: -0.821 4.353 5.786
O: 0.460 4.042 3.767
H: 0.764 2.084 5.574
H: 2.294 2.913 5.330
H: 1.419 3.120 6.858
H: 1.142 5.114 5.354
H: -1.428 3.464 5.584
H: -1.341 5.205 5.344
H: -0.771 4.499 6.866
H: -0.046 3.237 3.600
C: 0.474 0.229 -9.989
C: 1.023 -0.954 -9.208
C: 0.831 -2.256 -9.970
O: 0.371 -1.038 -7.937
H: -0.600 0.113 -10.160
H: 0.611 1.155 -9.429
H: 0.970 0.330 -10.955
H: 2.084 -0.800 -9.007
H: -0.232 -2.451 -10.140
H: 1.223 -3.098 -9.396
H: 1.338 -2.228 -10.935
H: -0.571 -1.173 -8.097
C: 7.742 0.224 7.775
C: 7.489 1.576 7.125
C: 7.833 2.716 8.070
O: 6.119 1.672 6.731
H: 7.118 0.102 8.665
H: 7.484 -0.584 7.090
H: 8.787 0.115 8.067
H: 8.085 1.662 6.215
H: 7.212 2.672 8.969
H: 7.640 3.679 7.595
H: 8.881 2.679 8.371
H: 5.577 1.596 7.525

Entry 5:
A molecular structure, C13H12AuF5NO2Te. Source: the OMol25 dataset; level of theory: ωB97M-V with the def2-TZVPD basis set.

## Properties
2S+1   3
Kohn-Sham gap (alpha / beta)   6.053 / 7.959 eV
Energy above the lowest of the compared OMol25 structures with the same formula, charge and spin   0.0 kcal per mole
⟨S²⟩   2.056
E_LUMO (alpha / beta)   0.073 / 0.058 Ha
Electronic energy   -1610.81883 Eh
Total charge   -1
Highest occupied orbital energy (alpha / beta)   -4.08 / -6.37 eV

Geometry (Å):
Au: -0.023 -0.387 0.496
O: -0.242 2.381 -0.335
C: 0.653 2.605 -1.380
C: 1.818 1.630 -1.484
C: 2.904 1.988 -2.281
C: 3.951 1.108 -2.444
C: 3.893 -0.122 -1.809
C: 2.794 -0.403 -1.027
N: 1.772 0.450 -0.865
H: 0.282 2.571 0.472
H: 1.089 3.610 -1.313
H: 0.088 2.563 -2.315
H: 2.915 2.965 -2.748
H: 4.806 1.378 -3.052
H: 4.693 -0.844 -1.891
H: 2.722 -1.334 -0.487
F: 3.974 1.942 3.040
Te: 2.163 1.159 2.689
F: 1.804 2.680 1.229
F: 1.424 2.394 3.964
F: 3.016 -0.349 1.603
F: 2.455 0.032 4.201
O: 0.453 0.389 2.358
C: -1.553 -1.291 -0.022
C: -2.894 -1.590 -0.030
C: -3.590 -1.994 -1.201
C: -4.934 -2.286 -1.133
C: -5.625 -2.202 0.076
C: -4.949 -1.809 1.232
C: -3.609 -1.500 1.199
H: -3.055 -2.062 -2.138
H: -5.457 -2.586 -2.032
H: -6.681 -2.437 0.116
H: -5.484 -1.736 2.171
H: -3.080 -1.179 2.086

Entry 6:
A molecular structure, C29H38N8O2PSn at a distorted geometry. Source: the OMol25 dataset; level of theory: ωB97M-V with the def2-TZVPD basis set.

## Properties
Kohn-Sham gap   6.512 eV
Energy above the lowest of the compared OMol25 structures with the same formula, charge and spin   16.3 kcal per mole
E_LUMO   -0.355 Ha
Electronic energy   -2271.21179 Eh
Total charge   +3
Highest occupied orbital energy   -16.16 eV

Geometry (Å):
Sn: 0.117 0.519 -0.674
C: 1.436 1.047 5.538
C: 0.945 1.137 4.122
N: 0.948 0.067 3.429
N: 0.942 -1.062 3.137
C: 1.673 -1.686 1.981
O: 1.678 -1.068 0.950
C: 2.170 -3.010 2.240
C: 2.901 -3.657 1.233
C: 3.342 -4.944 1.438
C: 3.052 -5.595 2.639
C: 2.365 -4.946 3.659
C: 1.920 -3.655 3.464
C: 0.539 2.399 3.474
C: 0.506 3.573 4.196
C: 0.270 4.760 3.506
C: 0.089 4.704 2.142
C: 0.090 3.452 1.517
N: 0.306 2.317 2.158
H: 1.834 0.062 5.770
H: 2.209 1.792 5.719
H: 0.582 1.248 6.191
H: 3.138 -3.127 0.317
H: 3.919 -5.449 0.675
H: 3.371 -6.621 2.781
H: 2.170 -5.456 4.593
H: 1.367 -3.148 4.246
H: 0.659 3.585 5.267
H: 0.239 5.704 4.038
H: -0.048 5.606 1.558
H: -0.076 3.382 0.455
N: 0.422 -1.720 -1.575
C: 0.246 -1.848 -3.018
C: 0.399 -3.026 -3.678
C: 0.283 -3.078 -5.086
C: -0.005 -1.946 -5.789
C: -0.198 -0.716 -5.114
C: -0.528 0.486 -5.783
C: -0.672 1.643 -5.071
C: -0.493 1.603 -3.685
N: -0.202 0.498 -3.022
C: -0.053 -0.668 -3.719
H: 1.408 -1.841 -1.354
H: -0.049 -2.482 -1.096
H: 0.625 -3.935 -3.128
H: 0.432 -4.020 -5.598
H: -0.085 -1.970 -6.871
H: -0.667 0.474 -6.858
H: -0.906 2.581 -5.556
H: -0.589 2.510 -3.103
C: -3.585 0.216 -2.852
N: -4.220 0.884 -1.708
C: -5.590 1.362 -1.961
P: -3.419 1.440 -0.419
O: -1.941 1.026 -0.512
N: -4.182 0.890 0.902
C: -3.705 1.273 2.231
C: -5.288 -0.080 0.898
N: -3.463 3.076 -0.287
C: -2.788 3.844 -1.342
C: -4.624 3.789 0.279
H: -4.129 -0.698 -3.100
H: -2.561 -0.048 -2.613
H: -3.593 0.864 -3.732
H: -6.228 0.524 -2.242
H: -5.609 2.088 -2.777
H: -6.014 1.823 -1.069
H: -2.974 2.069 2.153
H: -3.246 0.416 2.735
H: -4.534 1.625 2.849
H: -5.404 -0.520 -0.088
H: -6.226 0.396 1.188
H: -5.075 -0.882 1.607
H: -2.005 3.245 -1.799
H: -2.333 4.745 -0.920
H: -3.487 4.160 -2.120
H: -5.147 3.164 0.997
H: -5.326 4.099 -0.498
H: -4.279 4.688 0.794